{
  "formula": "C10H40N20O10",
  "method": "ωB97M-V/def2-TZVPD",
  "e_above_lowest_kcal_mol": 126.7,
  "gap_ev": 9.2,
  "homo_ha": -0.3315,
  "lumo_energy_ha": 0.005,
  "smiles": "NC(N)=O.NC(N)=O.NC(N)=O.NC(N)=O.NC(N)=O.NC(N)=O.NC(N)=O.NC(N)=O.NC(N)=O.NC(N)=O",
  "charge": 0,
  "species": ["O", "N", "H", "H", "N", "N", "H", "C", "H", "H", "O", "H", "H", "H", "O", "H", "H", "H", "N", "C", "C", "N", "H", "N", "C", "H", "H", "H", "C", "N", "N", "C", "H", "N", "N", "N", "H", "H", "C", "N", "O", "H", "H", "C", "O", "C", "H", "H", "N", "H", "H", "N", "H", "H", "H", "H", "H", "O", "H", "H", "N", "O", "N", "H", "O", "H", "H", "H", "N", "N", "H", "O", "H", "N", "C", "H", "H", "O", "N", "H"],
  "coordinates": [[1.013, 1.637, -1.813], [2.835, 2.558, -1.051], [-2.228, 4.241, 1.074], [-5.754, 0.668, 1.819], [0.572, -2.162, 4.098], [-0.234, 5.009, 1.943], [-3.995, 0.557, -2.156], [2.172, 1.851, -1.870], [0.186, 0.785, -0.457], [1.365, -3.331, 0.490], [1.243, 5.404, -2.276], [-5.447, 2.426, 0.540], [-0.119, 7.084, -1.080], [3.404, -2.670, 4.936], [0.658, 3.077, 1.742], [3.554, -2.241, -5.273], [0.645, 5.380, 2.274], [2.295, 3.010, -0.327], [-1.570, 3.497, 1.259], [1.516, -2.491, 4.944], [0.269, -1.078, 0.036], [-4.879, 0.275, 1.504], [4.347, -2.691, -1.455], [-0.552, 6.171, -1.085], [3.230, -3.851, 1.036], [0.066, 3.254, -1.897], [0.683, -2.206, 3.095], [-0.350, -1.875, 4.394], [0.125, 5.242, -1.812], [-4.595, 2.002, 0.202], [2.056, -4.067, 0.450], [-0.357, 3.790, 1.655], [3.400, -3.778, -4.540], [-1.769, 0.825, -2.659], [-0.365, 0.030, -0.075], [-0.422, 4.114, -1.691], [2.473, -2.947, 3.355], [-1.310, 4.080, -1.210], [-2.672, 1.678, -3.144], [2.781, 1.563, -2.947], [-3.139, 0.411, 0.063], [-1.432, 5.980, -0.629], [-4.646, -0.707, 1.548], [-3.516, -3.215, 1.937], [3.609, -2.724, 1.196], [4.023, -2.315, -3.331], [2.174, 1.314, -3.715], [-0.823, 0.980, -2.976], [3.548, -2.786, -4.423], [3.641, -5.730, 0.920], [-2.047, 0.004, -2.141], [-3.866, 1.310, -2.817], [-4.964, -4.100, 3.088], [-3.362, -4.586, 3.381], [4.943, -4.703, 1.306], [-1.752, 2.550, 0.958], [1.842, -4.987, 0.092], [-4.233, -2.460, 1.223], [3.785, 1.636, -3.021], [2.207, -1.602, -0.287], [-3.981, -3.935, 2.921], [-2.379, 2.590, -3.828], [-2.217, -3.419, 1.773], [-1.683, -2.893, 1.095], [1.415, -2.293, 6.136], [-1.749, -3.594, 2.650], [3.656, -4.080, -2.233], [-4.008, 2.418, -0.507], [2.608, -2.660, 4.314], [3.946, -4.862, 1.336], [-1.047, 5.571, 1.736], [-0.091, -2.000, 0.756], [-4.596, 1.983, -2.999], [1.438, -0.978, -0.487], [-4.111, 0.838, 0.590], [3.789, 2.795, -1.284], [-1.305, 0.048, 0.295], [4.576, -1.214, -3.177], [3.903, -3.101, -2.264], [1.572, -0.303, -1.227]],
  "mulliken_charge": [-1.2417, -0.3565, 0.2173, 0.1501, -0.2914, -0.3016, 0.1395, 0.8758, 0.2017, -0.0248, -0.7071, 0.1810, 0.2204, 0.1903, -0.7442, 0.2419, 0.2539, 0.2272, -0.2936, 0.4730, 0.8107, -0.4013, 0.1579, -0.3658, 0.5908, -0.0721, 0.1659, 0.1823, 0.7710, -0.3614, -0.1892, 0.6025, 0.1716, -0.2046, 0.4110, 0.2015, 0.2147, -0.1111, 0.5944, -0.3646, -0.6660, 0.1404, 0.2927, 0.6267, -0.6211, 0.6719, 0.2194, 0.1334, -0.3747, 0.1770, 0.1291, -0.4479, 0.2577, 0.1497, 0.2848, -0.0092, 0.1942, -0.8247, 0.1262, 0.0986, -0.3669, -0.6445, -0.3427, 0.2625, -0.7078, 0.2234, 0.1337, 0.2009, -0.3066, -0.4520, 0.1344, -0.7412, 0.2641, 0.1974, 0.6428, 0.1720, -0.2093, -0.6789, -0.3257, -0.2289]
}

{
  "formula": "C18H36HfN5O2P3",
  "method": "ωB97M-V/def2-TZVPD",
  "gap_ev": [4.5, 4.5],
  "homo_ha": [-0.7288, -0.7287],
  "lumo_energy_ha": [-0.565, -0.565],
  "charge": 4,
  "species": ["H", "C", "P", "H", "H", "H", "N", "C", "H", "H", "N", "C", "C", "C", "H", "C", "H", "H", "H", "C", "H", "H", "C", "H", "H", "H", "C", "H", "Hf", "H", "H", "N", "H", "H", "H", "H", "H", "C", "O", "C", "H", "P", "N", "C", "H", "H", "H", "P", "C", "C", "H", "H", "H", "C", "C", "H", "H", "H", "H", "H", "H", "N", "C", "C", "O"],
  "coordinates": [[-2.525, -4.463, 0.350], [0.845, 0.962, -2.644], [-1.106, 3.691, -0.180], [-2.425, -0.064, -2.540], [3.313, -2.792, 0.089], [-3.913, -2.429, -2.013], [0.490, -1.286, 3.492], [-3.455, -2.197, 1.787], [-2.647, -2.476, 2.477], [3.202, 0.350, 2.380], [0.571, -2.313, 1.466], [-0.566, 1.030, -2.696], [3.835, -0.382, 1.856], [-1.902, -3.657, -0.064], [2.579, -0.333, -2.565], [1.488, -0.298, -2.533], [1.377, -4.289, 2.897], [-0.460, 5.836, -1.109], [-1.498, 5.595, 1.291], [3.880, -2.038, -0.477], [-0.182, 4.512, 1.887], [-0.030, 0.595, 2.670], [-0.698, -1.407, -2.435], [-2.909, 5.118, -0.951], [-4.881, -3.036, -0.616], [-3.515, 3.585, -0.218], [0.222, -0.446, 2.504], [-4.783, -1.273, -0.962], [0.078, -0.082, -0.870], [4.959, -2.192, -0.332], [3.656, -1.376, 2.291], [0.285, -1.017, 1.276], [1.190, -2.455, -2.234], [4.430, 0.767, -1.763], [-1.684, -3.862, -1.121], [4.892, -0.104, 1.980], [0.961, 4.771, -0.805], [-1.340, -0.142, -2.541], [-2.630, 0.995, 0.993], [1.238, 1.522, 0.378], [4.448, 1.749, -0.269], [3.385, -0.377, 0.095], [1.463, -3.401, 3.371], [-0.069, 4.813, -1.183], [-1.893, 4.010, 2.060], [1.340, -3.461, 4.378], [3.624, -2.152, -1.540], [-2.794, -2.073, 0.113], [0.718, -1.484, -2.383], [4.600, 0.739, -0.676], [1.436, 1.876, -2.696], [-3.853, -1.215, 2.077], [-1.071, 1.985, -2.869], [-2.759, 4.033, -0.875], [-1.178, 4.553, 1.425], [-0.073, 4.482, -2.231], [5.619, 0.389, -0.460], [-0.944, -3.611, 0.476], [-4.248, -2.959, 1.804], [-2.828, 3.568, -1.868], [-1.282, -2.325, -2.394], [0.561, -2.488, 2.835], [-4.234, -2.226, -0.981], [-1.972, 0.330, 0.274], [1.664, 2.325, 1.121]],
  "mulliken_charge": [0.4992, -0.5926, 0.7494, 0.6037, 0.3222, 0.3826, -0.5430, -1.1649, 0.3263, 0.3546, -0.3350, 0.0127, -1.2252, -1.0753, 1.1526, -0.5130, 0.2845, 0.4871, 0.4745, -1.2179, 0.3583, 0.5920, -0.3184, 0.4644, 0.4819, 0.3938, -0.6983, 0.4239, 0.6945, 0.4759, 0.3785, 0.3080, 0.5150, 0.3779, 0.4716, 0.4873, 0.3737, -0.8320, -0.2239, -0.2123, 0.3878, 0.8370, -0.6395, -1.2611, 0.3579, 0.3184, 0.3778, 0.8802, -0.7955, -1.1781, 0.6071, 0.4272, 0.7429, -1.2438, -1.1708, 0.3576, 0.4964, 0.1375, 0.4869, 0.3460, 1.0585, 0.7753, -1.2633, -0.3297, -0.2073]
}

{
  "formula": "C12H12F5N4O5STl",
  "method": "ωB97M-V/def2-TZVPD",
  "e_above_lowest_kcal_mol": 6.9,
  "gap_ev": 6.7,
  "homo_ha": -0.0871,
  "lumo_energy_ha": 0.160,
  "charge": -2,
  "species": ["C", "H", "O", "N", "C", "N", "H", "O", "Tl", "F", "H", "H", "H", "O", "C", "C", "C", "N", "F", "S", "F", "C", "H", "C", "C", "H", "H", "C", "C", "H", "F", "H", "H", "H", "C", "C", "O", "N", "O", "F"],
  "coordinates": [[-2.499, -2.637, 1.676], [-3.340, -3.253, 1.986], [-0.690, -1.314, 0.342], [0.891, 1.730, 0.380], [4.916, -1.191, 1.454], [-0.941, -0.902, -2.436], [-1.143, 0.066, -2.170], [5.983, -1.568, 1.962], [2.411, -0.512, -0.503], [-5.101, 2.210, -5.464], [3.685, -1.069, 3.194], [-2.569, -2.110, -2.062], [-0.049, 0.573, 1.816], [2.090, 1.054, 3.688], [-3.897, 2.116, -3.425], [-3.232, 4.754, -3.723], [3.963, -0.401, 2.369], [2.792, 0.130, 1.703], [-4.440, 4.842, -5.767], [-2.574, 1.794, -1.031], [-2.902, 6.053, -3.864], [0.700, 1.367, 1.786], [0.338, 2.190, 2.409], [-4.340, 2.816, -4.530], [-1.599, -1.791, -0.298], [-2.556, -1.655, 2.144], [4.549, 0.396, 2.839], [1.961, 0.829, 2.467], [-2.799, 4.037, -2.624], [-1.558, -3.105, 1.963], [-4.265, 0.827, -3.346], [1.434, 2.583, 0.310], [-0.005, 1.897, -0.072], [0.027, -1.090, -2.190], [-4.011, 4.149, -4.691], [-3.107, 2.684, -2.413], [4.541, -1.413, 0.256], [-1.751, -1.719, -1.635], [-2.602, -2.526, 0.259], [-2.050, 4.704, -1.732]],
  "mulliken_charge": [-0.6411, 0.2308, -0.5079, -0.3543, 0.4865, -0.7373, 0.2386, -0.7752, 0.5224, -0.3255, 0.2339, 0.2370, -0.0968, -0.7882, 0.4096, 0.0096, -0.3693, -0.2893, -0.3346, -0.4539, -0.3223, -0.0745, 0.3218, -0.0569, 0.7072, 0.2834, 0.2371, 0.4311, 0.2645, 0.2748, -0.3405, 0.1876, 0.0547, 0.1915, 0.6241, -0.0452, -0.7110, 0.0579, -0.4342, -0.3464]
}

{
  "formula": "C4H12OS2",
  "method": "ωB97M-V/def2-TZVPD",
  "e_above_lowest_kcal_mol": 43.8,
  "gap_ev": 9.1,
  "homo_ha": -0.3063,
  "lumo_energy_ha": 0.030,
  "smiles": "CCSSCC.O",
  "charge": 0,
  "species": ["H", "C", "C", "H", "S", "H", "H", "H", "C", "H", "H", "O", "H", "H", "H", "C", "H", "H", "S"],
  "coordinates": [[0.076, 3.367, 6.398], [0.861, 1.066, -0.791], [0.030, -2.460, 0.062], [-0.647, -3.253, -0.242], [0.849, -0.222, -2.078], [0.030, 3.046, -0.461], [-0.482, -2.211, 2.236], [-0.149, -0.770, 1.402], [-0.557, -1.801, 1.269], [1.850, 1.520, -0.736], [1.078, -2.687, 0.128], [-0.380, 3.817, 5.691], [0.905, 0.735, 0.212], [-1.096, 1.845, 0.089], [-0.006, 4.753, 5.791], [-0.386, 2.003, -0.735], [-1.087, 1.683, -1.569], [-1.595, -1.775, 0.978], [-0.569, -1.630, -1.584]],
  "mulliken_charge": [0.3186, -0.3922, -0.5542, 0.2765, -0.1203, 0.2630, 0.3634, 0.1127, -0.7137, 0.4160, 0.3735, -0.6487, 0.1389, 0.2629, 0.3299, -0.8654, 0.2828, 0.2408, -0.0846]
}